[1]
99
Properties=species:S:1:pos:R:3:mulliken_charge:R:1 method="wB97M-V/def2-TZVPD" mol_weight_g_mol=756.66 spin_multiplicity=1 e_lumo_ev=0.21 smiles="C[C@H]1COC(=O)O1.C[C@H]1COC(=O)O1.C[C@H]1COC(=O)O1.COC(=O)OC.COC(=O)OC.COC(=O)OC.COC(=O)OC.COC(=O)OC"
C 3.1208 7.1296 -2.3627 -1.533
C 1.7608 6.7473 -2.0475 0.707
C 1.0081 6.0510 -3.1447 -0.648
O 0.7793 4.7792 -2.6022 -0.299
C 1.0978 4.7229 -1.3196 0.663
O 0.9126 3.7749 -0.5464 -0.599
O 1.8795 5.7659 -1.0405 -0.391
H 3.2386 8.2129 -2.3354 0.341
H 3.4433 6.8163 -3.3557 0.399
H 3.9101 6.7648 -1.7055 0.334
H 1.1203 7.5454 -1.6721 0.447
H 1.6279 5.9227 -4.0321 0.264
H 0.0347 6.4164 -3.4719 0.286
C -2.6121 -6.2440 2.6738 -1.501
C -1.3225 -6.1540 1.8601 0.460
C -1.3561 -4.8774 0.8560 -0.453
O -0.0638 -4.4192 1.0308 -0.186
C 0.5828 -4.9372 2.0465 0.683
O 1.6983 -4.6051 2.4509 -0.624
O -0.2625 -5.7545 2.6466 -0.339
H -3.4859 -6.4103 2.0438 0.398
H -2.9689 -5.4312 3.3064 0.373
H -2.5071 -7.0790 3.3664 0.369
H -1.0000 -7.0184 1.2796 0.321
H -2.0923 -4.2312 1.3341 0.199
H -1.5565 -5.1539 -0.1791 0.324
C 1.1187 -0.7475 2.3233 -0.978
C -0.2984 -0.4847 1.7296 0.731
C -0.3291 0.6909 0.7276 -0.236
O -0.8968 0.0525 -0.4212 -0.405
C -1.2761 -1.2041 -0.1444 0.664
O -1.8627 -1.9081 -0.9445 -0.602
O -0.6834 -1.5572 0.8651 -0.126
H 1.1541 -1.4582 3.1489 0.381
H 1.5877 0.1663 2.6884 0.243
H 1.8002 -1.2078 1.6078 0.001
H -1.0600 -0.1557 2.4366 0.042
H 0.6215 1.1636 0.4804 0.300
H -1.0107 1.4550 1.1010 -0.250
C 3.4046 -1.0438 -0.8936 -0.819
O 3.4819 0.3301 -0.8055 -0.138
C 4.0259 1.1682 -1.7537 0.625
O 4.5607 0.7648 -2.8053 -0.586
O 3.9150 2.5367 -1.2893 -0.185
C 4.5546 3.5727 -1.9494 -0.230
H 3.4697 -1.5455 0.0719 0.260
H 4.2546 -1.4357 -1.4522 0.407
H 2.5079 -1.4140 -1.3906 0.312
H 5.5119 3.7839 -1.4729 0.305
H 3.9106 4.4508 -1.9003 -0.301
H 4.6282 3.3295 -3.0094 0.368
C 1.9715 -2.0327 7.1533 -0.625
O 2.6110 -1.2510 6.1371 -0.246
C 2.8329 0.0472 6.3296 0.724
O 2.9784 0.5670 7.4531 -0.607
O 3.0305 0.6290 5.1342 -0.191
C 3.2067 1.9857 4.9611 -0.644
H 1.7467 -2.9949 6.6932 0.205
H 1.0744 -1.4836 7.4391 0.271
H 2.6919 -2.2541 7.9408 0.303
H 3.6453 2.5307 5.7969 0.406
H 2.2297 2.4158 4.7408 0.126
H 3.8403 2.2495 4.1143 0.271
C -4.8821 -3.1657 -2.6604 -0.224
O -5.2886 -3.1364 -3.9856 -0.367
C -4.5198 -3.6029 -5.0115 0.918
O -4.8821 -3.5703 -6.1936 -0.589
O -3.3674 -4.0963 -4.5599 -0.312
C -2.1937 -4.2550 -5.3123 -0.689
H -4.6482 -4.1145 -2.1774 0.254
H -5.6098 -2.6289 -2.0517 0.282
H -4.0051 -2.5195 -2.6952 -0.047
H -2.3667 -4.4447 -6.3716 0.341
H -1.6775 -5.1914 -5.1010 0.276
H -1.6220 -3.3317 -5.2179 0.223
C -0.3361 3.5439 2.8800 -0.628
O -0.3318 2.4790 3.8390 -0.169
C -1.3605 1.7713 4.2175 0.749
O -2.4957 1.9315 3.8193 -0.620
O -0.8654 0.8673 5.0167 -0.127
C -1.7530 -0.1243 5.5481 -0.657
H 0.6349 4.0287 2.9816 0.195
H -1.0887 4.2674 3.1934 0.365
H -0.6334 3.1921 1.8921 0.299
H -1.1353 -0.7265 6.2143 0.107
H -2.3366 -0.8127 4.9369 0.309
H -2.5239 0.4514 6.0603 0.365
C -2.4347 -0.5766 -3.7560 -0.071
O -2.1155 0.1158 -4.8738 -0.312
C -2.6839 -0.2519 -6.0968 0.605
O -3.3231 -1.2518 -6.3206 -0.422
O -2.4134 0.7266 -6.9813 -0.350
C -1.6456 1.8872 -6.6921 -0.658
H -3.4906 -0.4096 -3.5432 0.343
H -1.8190 -0.3171 -2.8947 0.101
H -2.2639 -1.6232 -4.0083 -0.123
H -1.8822 2.5109 -7.5541 0.300
H -0.5613 1.8353 -6.5933 0.273
H -2.0148 2.4976 -5.8679 0.287

---

[2]
89
Properties=species:S:1:pos:R:3:mulliken_charge:R:1 method="wB97M-V/def2-TZVPD" mol_weight_g_mol=689.52 spin_multiplicity=1 e_lumo_ev=0.30
In 0.2240 0.9732 -0.0534 1.137
C 0.2055 -4.4502 0.0309 -1.627
C 0.7131 -3.1822 -0.5559 0.109
C 1.8000 -2.9772 -1.3761 -0.418
C 1.8183 -1.6090 -1.6479 -0.793
N 0.8131 -1.0176 -0.9965 0.124
N 0.1276 -1.9963 -0.3414 0.985
B -1.3181 -1.7060 0.1232 -0.870
N -2.0037 -0.8378 -0.9585 0.411
N -1.5356 0.3875 -1.3220 0.652
C -2.2931 0.8394 -2.3114 -0.343
C -3.2773 -0.1095 -2.6048 -1.279
C -3.0594 -1.1518 -1.7309 0.528
C -3.8061 -2.4333 -1.6000 -1.535
C -2.1002 2.1767 -2.9829 2.722
C -3.3686 3.0107 -2.7748 -1.789
C -0.9048 2.9322 -2.4191 -1.805
C -1.8859 1.9409 -4.4823 -1.614
N -1.3327 -0.9733 1.4896 1.006
N -1.2306 0.3884 1.5382 0.176
C -1.5835 0.7710 2.7748 -0.747
C -1.9183 -0.3581 3.5189 -0.612
C -1.7470 -1.4369 2.6753 0.228
C -1.9439 -2.8851 2.9581 -1.487
C -1.7596 2.2105 3.2060 2.511
C -2.9612 2.7757 2.4360 -1.641
C -2.0579 2.2573 4.7076 -2.209
C -0.5282 3.0654 2.9278 -1.563
C 2.6505 -0.9349 -2.7139 2.617
C 1.7970 -0.9190 -3.9921 -1.687
C 3.9255 -1.7436 -2.9627 -2.042
C 3.0359 0.4877 -2.3525 -1.015
H 0.8397 -5.2761 -0.2854 0.438
H -0.8160 -4.6587 -0.2824 0.257
H 0.2175 -4.4132 1.1198 0.153
H 2.4734 -3.7257 -1.7438 0.485
H -1.9052 -2.7340 0.2287 -0.209
H -4.0452 -0.0472 -3.3508 0.584
H -4.6157 -2.4546 -2.3261 0.421
H -4.2340 -2.5450 -0.6050 0.282
H -3.1588 -3.2903 -1.7817 0.262
H -3.5761 3.1527 -1.7155 0.273
H -4.2341 2.5309 -3.2269 0.358
H -3.2448 3.9908 -3.2328 0.480
H -1.0105 3.1624 -1.3588 0.165
H -0.7974 3.8884 -2.9341 0.598
H 0.0313 2.3908 -2.5685 0.189
H -2.7538 1.4660 -4.9352 0.358
H -1.0204 1.3037 -4.6608 0.182
H -1.7187 2.8923 -4.9851 0.465
H -2.2477 -0.3950 4.5379 0.637
H -2.3746 -3.0075 3.9502 0.412
H -0.9941 -3.4197 2.9350 0.172
H -2.6054 -3.3514 2.2323 0.270
H -3.8735 2.2220 2.6598 0.378
H -2.7885 2.7259 1.3608 0.171
H -3.1146 3.8191 2.7096 0.462
H -2.9712 1.7218 4.9619 0.378
H -2.1869 3.2929 5.0151 0.428
H -1.2369 1.8369 5.2851 0.421
H -0.3099 3.1787 1.8671 0.315
H 0.3715 2.6528 3.3857 0.222
H -0.6912 4.0643 3.3365 0.489
H 1.5396 -1.9291 -4.3078 0.387
H 2.3460 -0.4336 -4.7991 0.477
H 0.8683 -0.3694 -3.8272 0.115
H 3.7055 -2.7419 -3.3380 0.373
H 4.5151 -1.8394 -2.0520 0.368
H 4.5369 -1.2379 -3.7081 0.439
H 2.1625 1.1286 -2.2029 -0.261
H 3.6102 0.9329 -3.1668 0.543
H 3.6356 0.5263 -1.4487 0.008
C 2.7843 -2.0297 1.9973 -0.609
Si 3.2986 -0.2279 2.0517 0.102
C 3.0899 0.4383 3.7832 -1.009
C 5.0764 -0.0583 1.5205 -1.144
O 2.3191 0.6134 1.0191 -0.350
H 3.2479 -2.5861 2.8078 0.605
H 3.0845 -2.4883 1.0567 0.148
H 1.7049 -2.1379 2.0920 -0.108
H 3.6634 -0.1234 4.5184 0.419
H 2.0412 0.4213 4.0807 0.178
H 3.4195 1.4771 3.8022 0.296
H 5.7166 -0.6138 2.2047 0.421
H 5.3919 0.9837 1.5316 0.319
H 5.2365 -0.4522 0.5165 0.251
O 3.3064 3.1360 1.4396 -0.514
S 2.6550 2.4216 0.3500 0.421
N 1.1410 2.7210 0.2791 -0.504